A molecular structure, C22H38FMnN3O4Si3Te, computed with wB97M-V/def2-TZVPD.

Multiplicity   6
Charge   0
LUMO level (alpha / beta)   0.0 / 0.0 eV
Highest occupied orbital energy (alpha / beta)   -7.68 / -8.25 eV

CARTESIAN COORDINATES (ANGSTROEM)
Mn  -1.04743  0.47592  -0.33795
C  1.21162  -0.65347  -2.59056
Si  2.01503  -0.35303  -0.90564
C  2.25696  -1.98438  -0.03822
C  3.77147  0.21552  -1.27492
C  1.09403  0.90816  0.07827
Si  1.04968  0.79868  1.91195
C  0.55923  2.39992  2.77217
C  2.67439  0.27575  2.66960
C  -0.27703  -0.38184  2.56446
Si  1.35632  2.56692  -0.56018
C  1.35719  2.75305  -2.42204
C  2.87556  3.46564  0.05398
C  -0.17879  3.55604  -0.02945
C  -0.20018  4.92746  0.22183
C  -1.37598  5.54933  0.59855
C  -2.52523  4.78033  0.71502
C  -2.44239  3.43130  0.43173
N  -1.30660  2.82549  0.06556
H  1.15801  -1.71374  -2.85845
H  1.79569  -0.14799  -3.36697
H  0.19576  -0.26820  -2.68717
H  2.73440  -2.68681  -0.72951
H  1.32568  -2.42151  0.32146
H  2.93239  -1.86077  0.80962
H  4.31773  -0.53925  -1.85028
H  4.30953  0.36962  -0.33187
H  3.81108  1.15300  -1.83716
H  1.16347  3.26823  2.50581
H  0.66842  2.24345  3.85060
H  -0.48758  2.65410  2.58140
H  3.46262  0.97546  2.36897
H  2.97500  -0.72245  2.35100
H  2.61934  0.27740  3.76319
H  -1.27783  -0.16276  2.16636
H  -0.37112  -0.25750  3.64892
H  -0.06814  -1.43076  2.34789
H  2.16617  2.20017  -2.90370
H  1.48297  3.81243  -2.66627
H  0.41495  2.41451  -2.86300
H  3.75188  2.85822  -0.19606
H  2.87813  3.61306  1.13422
H  3.00480  4.44111  -0.42646
H  0.72008  5.49333  0.13785
H  -1.40059  6.61240  0.80439
H  -3.46936  5.21163  1.01957
H  -3.31339  2.80508  0.51886
C  -5.39424  1.32334  0.69049
Te  -4.05430  0.33672  -0.64281
C  -4.29096  -1.55452  0.30074
H  -6.37235  0.85965  0.58067
H  -5.46796  2.37253  0.40654
H  -5.04829  1.24241  1.71906
H  -5.08670  -1.44766  1.03405
H  -3.36437  -1.84756  0.78753
H  -4.57706  -2.28412  -0.45257
F  0.64209  -5.96819  1.76410
C  0.51066  -5.51936  0.51241
C  -0.53590  -4.78850  0.14631
N  -0.70027  -4.32312  -1.14795
C  -1.82283  -3.45143  -1.46912
C  -1.56964  -1.99514  -1.12770
O  -1.97090  -1.10712  -1.91510
O  -1.01768  -1.72464  -0.02490
C  0.24536  -4.56397  -2.12642
O  0.15055  -4.14711  -3.26001
N  1.30519  -5.34412  -1.70627
C  1.55725  -5.87066  -0.43809
O  2.53703  -6.53618  -0.20796
H  -1.31097  -4.53100  0.85419
H  -2.67250  -3.79333  -0.87589
H  -2.05567  -3.53901  -2.52387
H  1.99653  -5.54614  -2.41476

Forces on the atoms, in the same order (eV/Å):
Mn 0.4 0.0 0.1
C 0.0 0.0 -0.2
Si 0.2 0.1 -0.2
C 0.0 -0.3 0.1
C 0.2 0.1 0.1
C -0.6 -0.5 -0.2
Si 0.0 -0.1 0.2
C 0.0 0.2 0.1
C 0.2 0.0 0.1
C -0.1 -0.1 0.0
Si 0.1 0.3 0.0
C 0.0 0.0 -0.2
C 0.2 0.1 0.0
C 0.0 0.1 -0.1
C 0.0 -0.1 0.0
C 0.0 0.0 0.0
C 0.0 0.0 0.0
C 0.3 0.1 0.0
N -0.4 -0.1 0.0
H 0.1 0.0 0.0
H 0.0 -0.1 0.0
H -0.1 0.0 0.0
H 0.0 0.0 0.0
H 0.0 0.0 0.0
H 0.0 -0.1 -0.1
H 0.0 0.0 0.0
H 0.0 0.0 -0.1
H 0.0 -0.1 0.0
H 0.0 0.0 0.0
H 0.0 0.0 0.0
H 0.1 0.0 0.1
H 0.0 -0.1 0.0
H 0.0 0.1 0.1
H 0.0 0.0 -0.1
H 0.0 0.0 0.0
H 0.1 0.0 0.0
H 0.0 0.0 0.0
H 0.0 0.0 0.0
H 0.0 0.0 0.0
H 0.0 0.0 0.0
H 0.0 0.1 0.0
H 0.0 0.0 0.0
H 0.0 0.0 0.0
H 0.0 0.0 0.0
H 0.0 0.0 0.0
H 0.0 0.0 0.0
H -0.1 -0.1 0.0
C -0.1 0.0 0.1
Te -0.1 0.1 -0.1
C 0.0 -0.1 0.0
H 0.0 0.1 0.1
H 0.0 -0.1 0.0
H 0.0 0.0 0.0
H 0.0 0.0 0.0
H -0.1 0.0 0.0
H 0.0 0.0 0.0
F 0.0 0.0 0.0
C 0.2 -0.1 0.0
C -0.3 0.2 -0.2
N 0.0 0.1 0.2
C 0.1 -0.3 0.0
C 0.1 0.1 0.2
O 0.1 0.2 0.0
O -0.1 0.1 -0.2
C 0.0 0.0 0.0
O 0.0 0.0 0.0
N 0.0 0.0 0.0
C 0.1 0.0 -0.1
O 0.0 0.0 0.0
H 0.0 0.1 0.0
H -0.1 0.1 -0.1
H 0.0 -0.1 -0.1
H 0.0 0.0 0.0

=====

10 unconnected molecules or ions with the total composition C24H33Cl6F5O21, computed with wB97M-V/def2-TZVPD.

SMILES string   O=C1OC[C@@H](F)O1.O=C1OC[C@@H](F)O1.O=C1OC[C@@H](F)O1.O=C1OC[C@@H](F)O1.O=C1OC[C@@H](F)O1.COC(=O)OC.COC(=O)OC.ClCCl.ClCCl.ClCCl
Charge   0
LUMO level   -0.1 eV
Highest occupied orbital energy   -10.71 eV

CARTESIAN COORDINATES (ANGSTROEM)
C  1.42360  1.24643  -8.09754
O  0.43546  0.90781  -9.09950
C  -0.39522  -0.18779  -9.03638
O  -1.19484  -0.54487  -9.94996
O  -0.32129  -0.77853  -7.78667
C  -1.08358  -2.02570  -7.55216
H  2.11749  2.03911  -8.37733
H  2.04537  0.35561  -8.00844
H  1.02340  1.53220  -7.12477
H  -1.01508  -2.72726  -8.38356
H  -2.15550  -1.82984  -7.57893
H  -0.82488  -2.42507  -6.57150
C  -3.18615  4.98951  -3.84662
O  -3.50002  6.22673  -3.22962
C  -2.55403  7.06387  -2.91236
O  -1.32310  6.86849  -3.01092
O  -3.19522  8.21079  -2.49569
C  -2.39256  9.28988  -1.97731
H  -3.05777  4.12176  -3.19961
H  -2.32639  5.10239  -4.50705
H  -4.03302  4.63012  -4.43122
H  -1.94783  9.90086  -2.76282
H  -1.48296  9.05382  -1.42504
H  -2.96713  9.88112  -1.26429
C  3.85281  -5.14465  -2.47382
C  4.97098  -5.97653  -1.80909
O  6.08823  -5.93523  -2.63019
C  5.96417  -4.89929  -3.41632
O  6.88476  -4.48398  -4.17057
O  4.69928  -4.34607  -3.23807
F  4.44842  -7.23206  -1.82587
H  3.33425  -4.50927  -1.75585
H  3.10230  -5.62555  -3.10118
H  5.22509  -5.70518  -0.78445
C  2.35804  5.03103  0.99507
C  3.65204  5.91084  0.88517
O  3.80293  6.34424  2.20175
C  3.34243  5.37572  3.00633
O  3.57145  5.34466  4.22497
O  2.64406  4.42325  2.24236
F  3.27294  6.92628  0.12818
H  2.16420  4.28080  0.22847
H  1.41912  5.58258  1.04343
H  4.49806  5.38192  0.44631
C  6.93718  0.55654  3.80523
C  6.39900  -0.82714  4.04917
O  5.71759  -1.15792  2.90946
C  5.71021  -0.13381  2.11595
O  5.06035  -0.07980  1.05137
O  6.49979  0.85140  2.51097
F  5.56454  -0.83275  5.11026
H  8.01783  0.46062  3.91053
H  6.55273  1.31745  4.48442
H  7.19081  -1.56349  4.18675
C  -9.15235  -3.54824  3.37351
C  -8.88382  -2.76764  2.08583
O  -7.54170  -3.06004  1.78710
C  -6.87126  -3.24147  2.96064
O  -5.65524  -3.20223  3.17338
O  -7.86912  -3.39326  3.94463
F  -8.94983  -1.43173  2.22612
H  -9.39935  -4.57304  3.09627
H  -9.95806  -3.12156  3.97090
H  -9.59745  -2.90527  1.27350
C  2.06995  -5.88331  6.08727
C  3.30411  -6.44744  5.38651
O  2.97645  -6.35043  4.00706
C  1.68946  -6.17725  3.85073
O  1.13897  -6.05029  2.71998
O  1.07328  -6.12162  5.09394
F  3.43946  -7.73952  5.69401
H  2.20089  -4.81202  6.23987
H  1.81701  -6.33592  7.04605
H  4.17876  -5.90168  5.74041
C  -0.85028  0.33666  7.68840
Cl  0.27482  0.12688  6.26478
Cl  -2.54323  0.51666  7.22617
H  -0.84123  -0.66361  8.12139
H  -0.55466  1.08945  8.41917
C  -8.21942  2.67500  -2.06790
Cl  -9.66666  3.25203  -1.12751
Cl  -8.80410  1.72734  -3.48003
H  -7.66745  3.48901  -2.53781
H  -7.56932  2.11482  -1.39584
C  -0.83193  -0.40675  0.38954
Cl  -0.46691  -0.66596  -1.34293
Cl  -2.33746  0.49833  0.70956
H  -0.96360  -1.39605  0.82776
H  -0.00298  0.13408  0.84611

Forces on the atoms, in the same order (eV/Å):
C 0.4 -1.5 0.4
O -1.1 -0.4 -0.6
C -2.1 -0.7 -0.8
O 3.6 1.6 3.5
O -0.2 -0.5 -1.1
C -0.7 0.9 -0.9
H -0.7 0.1 -0.9
H 0.0 0.0 0.5
H -0.4 -0.3 -0.2
H 0.9 0.0 0.1
H 0.0 0.5 0.3
H 0.4 0.2 -0.4
C 0.2 -0.9 -0.9
O -1.2 -0.8 0.0
C 3.1 1.1 0.1
O -3.5 0.8 0.5
O 1.4 -0.7 0.2
C 1.0 0.3 0.1
H 0.5 0.6 0.8
H 0.0 -0.1 0.2
H -0.2 0.8 -0.2
H -0.7 0.1 -0.4
H -0.2 -1.2 0.1
H -0.5 -0.1 -0.5
C 1.4 0.8 1.0
C -2.7 -1.5 0.4
O 0.1 -0.8 0.9
C 2.4 3.1 -3.7
O -4.3 -1.4 3.1
O 2.0 1.7 -2.4
F 0.6 -1.1 0.6
H 0.1 0.0 0.1
H 0.4 -0.7 0.1
H 0.1 0.0 -0.1
C 1.0 -0.4 0.0
C -3.2 -1.3 -0.9
O 0.7 -0.1 0.0
C 0.2 -1.3 3.5
O -1.2 -0.3 -4.4
O 0.4 0.7 2.2
F 0.6 1.9 -1.1
H 0.7 -0.2 0.1
H 0.3 0.7 0.2
H 0.3 0.2 0.3
C 0.8 0.1 0.9
C 0.9 -0.4 1.1
O -0.6 -1.6 0.7
C -3.1 1.6 -6.6
O 2.1 -0.3 3.5
O 0.4 0.5 -0.2
F -0.4 -0.3 0.5
H 0.1 0.7 -0.5
H 0.0 -0.2 0.2
H -0.2 -0.1 0.4
C 0.5 1.0 -1.5
C -1.0 -0.3 -0.7
O 0.5 -0.3 -0.2
C 1.6 0.4 1.7
O -4.7 -0.4 -1.0
O 1.8 -0.7 0.6
F 0.0 1.4 1.0
H 0.2 -0.2 0.3
H 0.4 0.1 0.2
H 0.6 -1.1 -0.3
C 0.1 0.1 -0.9
C -1.0 0.8 1.0
O 2.4 0.1 0.8
C -4.0 0.9 -3.5
O 2.1 -0.7 5.2
O -0.3 0.2 -1.3
F 0.4 -1.2 0.1
H -0.1 0.1 -0.1
H 0.0 -0.3 -0.3
H 0.4 -0.1 -1.0
C 0.1 -1.6 -0.3
Cl -0.6 0.7 0.8
Cl 0.1 0.5 -0.2
H 0.3 0.4 0.3
H 0.2 0.1 -0.6
C -0.8 0.2 -0.4
Cl 1.1 -0.1 -0.4
Cl 0.4 -0.1 0.6
H -0.3 0.2 0.5
H -0.4 -0.2 -0.3
C -0.1 -0.3 0.1
Cl -0.2 0.3 0.4
Cl 0.4 -0.1 -0.3
H 0.1 0.3 0.0
H -0.2 -0.1 -0.2

=====

A molecular structure, C11H19Cl3O2Sn, computed with wB97M-V/def2-TZVPD.

Charge   -2
LUMO level   5.1 eV
Highest occupied orbital energy   1.27 eV

CARTESIAN COORDINATES (ANGSTROEM)
C  -1.51864  -0.74477  -0.79358
C  -1.04061  0.20565  -1.74940
C  -1.02006  1.48902  -1.13587
C  -0.49488  -0.09828  -3.07881
C  -1.48719  1.35297  0.18809
C  -1.81025  -0.02354  0.39402
C  -2.43931  -0.56660  1.60698
C  -1.61978  -2.20611  -0.98115
C  -0.61674  2.74095  -1.81853
C  -1.66398  2.46109  1.14541
Sn  2.33665  -0.64193  0.64420
Cl  2.14852  -0.07695  -2.15134
Cl  3.30278  -2.41412  -0.53242
Cl  1.92295  1.69474  0.52561
H  -0.74020  -1.13028  -3.38842
H  0.70516  -0.10501  -2.92741
H  -0.79445  0.61075  -3.86273
H  0.27246  2.59283  -2.44717
H  -0.43505  3.52376  -1.07531
H  -1.44946  3.06425  -2.45907
H  -0.80701  3.14176  1.17812
H  -1.85705  2.09927  2.15367
H  -2.53572  3.05105  0.83673
H  -2.18748  0.01737  2.50351
H  -2.17928  -1.61690  1.76681
H  -3.53513  -0.51616  1.49463
H  -0.82139  -2.56102  -1.64052
H  -2.58784  -2.49887  -1.42439
H  -1.49456  -2.72019  -0.02186
O  0.68325  -1.44495  1.40781
H  0.87203  -1.60968  2.33868
C  4.63160  -1.45736  2.67088
O  3.47063  -0.74403  2.31288
H  4.67926  -2.43931  2.14936
H  4.58858  -1.57758  3.78049
H  5.52219  -0.85181  2.39012

Forces on the atoms, in the same order (eV/Å):
C 0.3 1.8 0.1
C -0.6 0.1 1.0
C -0.3 -1.3 0.1
C 1.3 -0.6 -0.5
C 0.1 -1.3 -0.7
C 0.7 0.8 -0.9
C -0.5 -0.1 0.3
C -0.1 -0.3 -0.1
C -0.1 0.0 0.0
C -0.3 0.3 0.0
Sn -1.0 0.7 -0.9
Cl 2.9 0.1 2.1
Cl 0.7 -1.0 0.4
Cl 0.4 -0.3 0.7
H -0.1 0.3 -0.1
H -3.8 0.2 -1.6
H 0.0 -0.1 0.0
H -0.1 0.2 0.1
H 0.2 0.1 -0.2
H 0.1 0.4 -0.2
H 0.1 0.0 0.1
H 0.0 0.0 0.2
H -0.2 0.4 0.3
H 0.0 -0.2 0.0
H 0.1 0.0 0.2
H -0.1 -0.2 0.3
H -0.1 -0.1 0.0
H 0.1 -0.3 0.1
H -0.1 -0.1 -0.1
O 0.7 0.1 -0.2
H 0.1 0.0 0.1
C -0.5 0.4 -0.5
O -0.2 0.2 -0.1
H 0.1 0.4 0.4
H 0.3 -0.2 -0.7
H -0.2 -0.5 0.3

=====

A molecular structure, C27H37BBrCrN7O2S3, computed with wB97M-V/def2-TZVPD.

Multiplicity   5
Charge   0
LUMO level (alpha / beta)   0.5 / 0.5 eV
Highest occupied orbital energy (alpha / beta)   -7.07 / -7.73 eV

CARTESIAN COORDINATES (ANGSTROEM)
Cr  -1.16531  -0.27857  -0.78742
C  -2.50735  4.93822  0.20929
C  -1.84995  4.74650  -1.18592
C  -1.73193  5.94549  -2.03599
C  -2.77588  3.71625  -1.92301
N  -0.48888  4.12090  -0.96274
C  0.73341  4.81519  -1.26866
C  1.79315  3.98947  -0.97115
N  1.24048  2.83405  -0.45325
B  2.15014  1.70094  0.06442
N  2.43167  0.53049  -0.93467
C  3.45967  -0.31335  -0.64328
C  3.42448  -1.35786  -1.42251
N  2.38510  -1.16199  -2.35905
C  1.72840  0.00340  -1.94746
S  0.33017  0.67474  -2.58073
C  2.03584  -2.10849  -3.50081
C  0.62705  -2.67097  -3.36678
C  2.26891  -1.30194  -4.73614
C  2.98027  -3.31237  -3.44152
N  1.72973  1.13890  1.41719
C  1.87392  2.01473  2.51979
C  1.26404  1.46955  3.54665
N  0.79565  0.24109  3.11783
C  1.06286  0.04350  1.82605
S  0.79698  -1.31468  0.82431
C  0.11639  -0.68453  4.09392
C  0.28455  -0.17043  5.48479
C  -1.34081  -0.79579  3.73811
C  0.80544  -2.08131  4.00918
C  -0.12390  2.91945  -0.41632
S  -1.16644  1.83549  0.33522
H  -3.32912  5.64695  0.08663
H  -1.79025  5.34031  0.91660
H  -2.88980  3.98461  0.56615
H  -2.76041  6.34969  -2.22222
H  -1.26860  5.77612  -2.99320
H  -1.24778  6.68886  -1.46137
H  -3.75230  4.21423  -2.11081
H  -2.97291  2.80307  -1.30092
H  -2.44347  3.39054  -2.94643
H  0.78603  5.76702  -1.76388
H  2.84335  4.07090  -1.11195
H  3.25732  2.21510  0.25008
H  4.18948  -0.08636  0.14716
H  4.06347  -2.22155  -1.55673
H  -0.04977  -1.87022  -3.50481
H  0.45118  -3.18288  -2.37904
H  0.43766  -3.36693  -4.24204
H  1.60271  -0.43424  -4.85432
H  2.22580  -1.85422  -5.66087
H  3.26925  -0.83745  -4.66841
H  3.02265  -3.86315  -2.52190
H  3.97923  -3.04114  -3.71489
H  2.54156  -3.97176  -4.20687
H  2.42199  2.94926  2.37272
H  1.17874  1.83142  4.54236
H  -0.32227  0.73438  5.54611
H  1.32090  -0.07542  5.86793
H  -0.24943  -0.95588  6.08965
H  -1.80362  0.19905  3.44843
H  -1.99653  -1.23447  4.51942
H  -1.56619  -1.42017  2.85452
H  1.77605  -2.24430  4.40619
H  0.81975  -2.36923  2.98089
H  0.03697  -2.69305  4.55817
Br  -1.40290  -7.54951  0.40145
C  -2.29294  -5.92802  0.84323
C  -3.46203  -5.88914  1.60342
N  -4.12747  -4.77568  1.81787
C  -3.64172  -3.66231  1.23215
C  -2.60158  -3.62900  0.31954
C  -1.83952  -4.77144  0.17394
C  -2.29404  -2.32994  -0.36253
O  -1.46612  -2.26876  -1.28209
O  -2.80247  -1.23378  0.09504
H  -3.85092  -6.81869  1.92836
H  -4.16478  -2.77130  1.54628
H  -1.00296  -4.73757  -0.49835

Forces on the atoms, in the same order (eV/Å):
Cr 0.5 0.1 -0.2
C 0.2 0.6 -0.9
C -0.9 -3.5 0.6
C -1.6 1.0 0.0
C -0.4 -0.5 -0.4
N 2.3 0.9 -0.4
C 0.2 -1.3 0.0
C -2.9 0.2 -0.1
N -0.6 -0.2 0.3
B 1.1 -0.3 -0.4
N -0.4 0.4 -0.2
C 1.5 1.4 2.3
C -0.3 -2.1 -3.1
N -0.8 0.7 1.6
C 1.6 -1.5 -0.3
S -1.4 0.1 -0.7
C 0.3 -0.2 1.7
C 0.1 -1.1 -0.3
C 0.6 1.5 -0.8
C -0.6 0.1 -1.2
N 0.2 1.3 1.0
C 0.8 0.6 -2.6
C -0.1 -0.4 0.4
N -1.0 -0.6 2.1
C 0.7 0.3 -0.9
S -0.8 -0.2 0.1
C 2.1 -1.0 -1.2
C -1.1 -0.7 1.2
C -2.3 0.5 -1.0
C -2.9 0.0 0.4
C 1.1 1.4 -0.7
S -1.0 -0.5 0.7
H -0.1 -0.1 0.2
H 0.1 0.1 0.2
H 0.1 0.1 0.1
H 0.8 -0.5 0.1
H 0.3 -0.1 -0.2
H 0.9 1.2 0.2
H 0.5 -0.2 0.3
H 0.3 0.9 -0.7
H 0.2 0.4 1.0
H -0.3 0.0 0.1
H 0.4 0.2 0.0
H -0.4 -0.1 -0.1
H -0.7 -0.1 -0.5
H 0.0 0.4 0.4
H -1.0 0.7 0.2
H 0.2 0.5 -1.2
H 0.3 0.5 1.1
H -0.1 -0.5 0.3
H -0.1 -0.5 -0.2
H -0.2 -0.4 -0.1
H -0.4 -0.1 0.6
H 0.7 0.1 -0.3
H 0.6 0.0 0.2
H -0.4 -0.5 0.3
H -0.1 0.0 0.3
H 0.3 0.2 0.6
H -0.7 0.1 -0.4
H 0.6 0.9 -0.2
H 0.7 -0.9 0.6
H 0.7 0.3 0.0
H 0.6 0.2 0.2
H 0.9 0.5 0.7
H -0.1 -0.5 -0.5
H 1.1 -0.1 -0.5
Br -0.2 0.0 0.4
C 0.6 1.0 -1.2
C 1.1 -0.2 -1.1
N 0.5 0.9 -0.1
C -1.1 -0.4 0.8
C -0.2 0.5 0.6
C -0.9 -0.7 0.3
C -0.9 0.9 1.6
O 0.7 -0.3 -1.0
O 0.4 -1.0 -0.2
H -0.5 -0.7 0.7
H 0.0 0.3 -0.4
H 0.3 -0.3 -0.1

=====

What are the relative energy (zero: lowest compared OMol25 entry of this formula, charge and spin) values for these records? In order: 0.0; 455.7; 53.7; 24.2 kJ/mol.